1.
This record from OMol25 describes an isolated molecule of C8H7I at a distorted geometry. The level of theory is ωB97M-V with the def2-TZVPD basis set.

As for the HOMO energy (spin up / spin down): -0.29982 / -0.27493 hartree. Its total energy is -16502.647 eV. Its lowest unoccupied orbital energy (spin up / spin down) is 0.158 / -0.874 eV. Its energy above the lowest of the compared OMol25 structures with the same formula, charge and spin is 94.6 kcal per mole.

Last column: Mulliken charge in e.
Element x y z (Å)
C: 1.9605 -3.3573 0.0320  -0.855
C: 2.8374 -2.3355 0.0129  1.173
C: 0.6687 -3.2728 0.0263  -0.400
C: -0.0277 -1.8733 -0.0210  0.112
C: 3.2736 -1.1935 -0.0058  -0.715
C: 0.4900 -0.7185 -0.0756  -0.301
C: -0.4880 1.5187 0.1464  -1.381
C: 0.7642 0.6938 -0.1925  -0.052
I: 4.5071 0.4135 0.0048  0.230
H: -0.0205 -4.0956 0.0459  0.346
H: -1.0813 -2.0920 0.0092  0.346
H: -1.3218 1.2334 -0.4926  0.355
H: -0.2816 2.5773 -0.0016  0.374
H: -0.7746 1.3542 1.1824  0.341
H: 1.5682 0.9998 0.4825  0.135
H: 1.0804 0.9040 -1.2193  0.293

2.
This record from OMol25 describes a structure of composition C8H7I3OS at a distorted geometry. The level of theory is ωB97M-V with the def2-TZVPD basis set.

As for the multiplicity: 3. As for the HOMO energy (spin up / spin down): -0.26087 / -0.33616 hartree. Its total energy is -45589.276 eV. Its lowest unoccupied orbital energy (spin up / spin down) is -0.764 / -2.631 eV.

Last column: Löwdin spin population.
Element x y z (Å)
C: 1.0354 1.3710 -0.2738  -0.012
C: 1.4387 -0.9465 0.2426  -0.007
C: -0.0938 1.4089 0.4762  0.036
C: 0.2580 -0.9016 1.0539  0.063
C: 1.8358 0.1652 -0.4931  0.057
C: -0.5537 0.2602 1.2138  0.007
C: 3.0016 0.2310 -1.4343  0.010
C: -3.4870 -0.4968 -0.1185  0.604
O: -2.2947 -1.0865 2.6475  0.399
S: -2.1895 0.2266 1.9595  0.481
I: -5.0454 1.0250 -0.2687  0.108
I: -4.1163 -2.3904 0.5879  0.110
I: -2.3528 -0.6390 -1.8924  0.137
H: 1.3929 2.3419 -0.6126  -0.002
H: 1.9863 -1.8975 0.1162  -0.002
H: -0.6772 2.3035 0.2231  0.001
H: 0.1035 -1.8185 1.5351  0.004
H: 4.0251 -0.1430 -1.1921  0.002
H: 2.6100 -0.3490 -2.1632  0.003
H: 3.1232 1.3355 -1.6071  0.000

3.
This record from OMol25 describes a cluster of 2 separate species, C8H7N in total at a distorted geometry. The level of theory is ωB97M-V with the def2-TZVPD basis set.

As for the HOMO energy: -0.36107 hartree. As for the SMILES: N#CC1CC1.C#CC#C. Its total energy is -9893.706 eV. Its lowest unoccupied orbital energy is 0.844 eV. Its energy above the lowest of the compared OMol25 structures with the same formula, charge and spin is 117.6 kcal per mole.

Last column: Mulliken charge in e.
Element x y z (Å)
C: 3.9654 -0.5659 0.1935  0.055
C: 2.9822 0.1417 0.0758  -0.673
C: 1.7115 0.9626 -0.0432  -0.653
C: 0.7472 1.6667 -0.2416  0.394
C: -0.7990 -1.0614 0.0907  0.252
C: -1.7624 -0.2396 0.7296  0.083
C: -3.0774 -0.2545 -0.0080  -0.666
C: -2.1926 0.9212 -0.1793  -0.705
H: 4.8803 -1.1323 0.3431  0.407
H: -0.1409 2.2158 -0.3945  0.499
H: -1.7118 -0.1729 1.8088  0.369
H: -4.0118 -0.1873 0.5482  0.259
H: -3.1613 -0.8904 -0.8889  0.248
H: -1.7754 1.0357 -1.1784  0.377
H: -2.4772 1.8754 0.3089  0.236
N: -0.1503 -1.7384 -0.6074  -0.484